(1)
The following is a quantum chemistry calculation of 5 unconnected molecules or ions with the total composition C22H8Cl16F17NO2 at a distorted geometry, from the Open Molecules 2025 dataset.

Geometry (Å):
O -2.344 5.583 1.069
C -2.051 4.644 0.307
N -3.056 3.883 -0.508
C -2.441 3.134 -1.632
O -2.956 2.652 -2.655
C -0.919 3.054 -1.165
C 0.249 2.192 -1.690
C 1.632 2.306 -1.016
C 2.843 1.386 -1.506
C 2.581 -0.094 -0.946
C 1.892 -1.110 -1.965
F 1.548 -0.403 -3.181
F 2.912 -2.036 -2.369
C 0.535 -1.793 -1.467
F -0.286 -1.933 -2.644
F -0.187 -0.846 -0.665
C 0.624 -3.249 -0.843
F 1.157 -4.187 -1.790
F -0.729 -3.703 -0.677
C 1.494 -3.437 0.482
F 2.817 -2.886 0.388
F 1.735 -4.856 0.552
C 0.804 -3.051 1.870
F -0.407 -2.333 1.779
F 0.471 -4.268 2.556
C 1.727 -2.232 2.903
F 2.160 -0.970 2.388
F 0.846 -1.882 3.987
C 2.935 -3.047 3.559
F 4.080 -2.179 3.500
F 3.313 -4.225 2.888
C 2.763 -3.420 5.113
F 3.905 -4.217 5.446
F 2.859 -2.291 5.975
F 1.647 -4.236 5.404
C 1.905 3.280 0.190
C 0.740 4.160 0.734
C -0.629 3.986 0.040
H -3.459 3.208 0.178
H 0.062 1.487 -2.561
H 3.088 1.460 -2.612
H 3.779 1.776 -0.950
H 3.617 -0.527 -0.673
H 2.036 0.022 0.057
H 2.947 3.340 0.673
H 0.831 4.887 1.601
Cl 4.556 -4.082 -6.381
C 4.944 -2.717 -5.313
Cl 3.441 -1.993 -4.706
Cl 5.916 -3.295 -3.942
Cl 5.866 -1.498 -6.220
Cl 0.174 -8.917 5.629
C 0.003 -7.811 4.249
Cl -1.705 -7.723 3.768
Cl 0.573 -6.193 4.711
Cl 0.971 -8.411 2.885
Cl -6.904 7.116 0.496
C -5.413 7.674 -0.300
Cl -4.511 8.730 0.808
Cl -4.413 6.271 -0.727
Cl -5.823 8.581 -1.774
Cl -8.086 6.580 -2.135
C -9.349 5.448 -2.662
Cl -10.029 4.618 -1.244
Cl -10.637 6.342 -3.499
Cl -8.645 4.248 -3.768

E_tot	-275074.93922	eV
HOMO energy	-9.75	eV
HOMO-LUMO gap	8.469	eV
multiplicity	1
net charge	0
LUMO level	-1.277	eV



(2)
The following is a quantum chemistry calculation of a molecular structure, C23H11Br4N5O2SeZr, from the Open Molecules 2025 dataset.

Geometry (Å):
Zr 0.037 0.257 0.161
Br 2.941 0.320 -4.033
C 3.486 -0.050 -2.286
C 4.842 -0.387 -2.040
C 5.290 -0.648 -0.778
Br 7.098 -1.070 -0.504
C 4.391 -0.598 0.330
C 4.740 -0.820 1.673
C 3.784 -0.724 2.660
C 2.471 -0.421 2.305
N 2.097 -0.214 1.046
C 3.048 -0.281 0.061
C 2.602 0.011 -1.246
O 1.296 0.350 -1.351
H 5.521 -0.423 -2.880
H 5.766 -1.056 1.922
H 4.033 -0.876 3.699
H 1.701 -0.338 3.063
Br -0.944 4.479 2.826
C -1.917 3.808 1.381
C -3.105 4.467 0.974
C -3.833 4.020 -0.090
Br -5.384 4.942 -0.604
C -3.420 2.858 -0.810
C -4.070 2.321 -1.936
C -3.564 1.201 -2.555
C -2.420 0.597 -2.037
N -1.780 1.064 -0.970
C -2.255 2.204 -0.373
C -1.490 2.700 0.705
O -0.362 2.003 0.978
H -3.417 5.345 1.520
H -4.961 2.805 -2.313
H -4.038 0.782 -3.430
H -2.006 -0.290 -2.503
Se -2.008 -1.479 3.312
N -2.356 -3.109 2.732
C -1.807 -3.262 1.539
C -1.795 -4.426 0.707
C -1.181 -4.321 -0.504
C -0.588 -3.092 -0.930
N -0.585 -2.001 -0.200
C -1.178 -2.099 1.028
N -1.164 -1.020 1.794
H -2.268 -5.339 1.043
H -1.135 -5.160 -1.183
H -0.115 -3.033 -1.904

E_tot	-382361.86203	eV
HOMO energy	-13.56	eV
HOMO-LUMO gap	5.435	eV
multiplicity	1
net charge	+2
LUMO level	-8.121	eV



(3)
The following is a quantum chemistry calculation of a molecular structure, C23H12Br4Cl2N4O6RuS at a distorted geometry, from the Open Molecules 2025 dataset.

Geometry (Å):
Ru 0.235 0.326 1.029
Cl -1.053 -1.347 8.149
C -0.850 -0.724 6.502
C -1.369 0.532 6.130
C -1.428 0.913 4.814
Cl -2.254 2.344 4.326
C -0.821 0.175 3.807
O -0.830 0.701 2.591
C -0.268 -1.075 4.203
C 0.290 -1.946 3.224
O 0.459 -1.762 2.022
C -0.278 -1.512 5.547
H -1.921 1.067 6.910
H 0.561 -2.946 3.489
H 0.084 -2.551 5.800
N -0.392 1.283 -6.509
C -0.664 1.497 -5.171
C 0.371 1.271 -4.231
C 0.162 1.468 -2.895
C -1.108 1.858 -2.457
C -2.132 2.079 -3.359
C -1.903 1.916 -4.708
S -1.386 1.946 -0.709
O -2.591 2.638 -0.439
O -0.160 2.458 -0.075
N -1.351 0.425 -0.169
C -2.071 -0.615 -0.753
N -3.091 -0.286 -1.533
C -3.571 -1.232 -2.331
C -3.138 -2.544 -2.291
C -2.210 -2.808 -1.281
N -1.614 -1.840 -0.591
H 0.413 0.759 -6.751
H -0.998 1.474 -7.253
H 1.322 0.923 -4.548
H 0.991 1.217 -2.147
H -3.114 2.313 -2.923
H -2.639 2.214 -5.459
H -4.261 -0.793 -3.075
H -3.521 -3.325 -2.909
H -1.801 -3.761 -1.162
Br 6.666 -0.707 -1.405
C 5.184 -0.494 -0.261
C 5.335 -0.411 1.190
Br 7.026 -0.985 1.864
C 4.290 -0.075 2.029
Br 4.425 0.123 3.866
C 3.002 0.213 1.445
O 1.957 0.486 2.136
C 2.843 0.025 0.037
O 1.628 0.096 -0.395
C 3.930 -0.328 -0.778
Br 3.618 -0.674 -2.541

E_tot	-360921.05908	eV
HOMO energy (alpha / beta)	-8.27 / -8.34	eV
HOMO-LUMO gap (alpha / beta)	7.750 / 5.615	eV
multiplicity	5
⟨S²⟩	6.03
relative energy (zero: lowest compared OMol25 entry of this formula, charge and spin)	0.0	kJ/mol
net charge	0
LUMO level (alpha / beta)	-0.518 / -2.723	eV